# 1
C14H14BrHgN7O3 | ωB97M-V/def2-TZVPD

Geometry as ORCA input:
```
! wB97M-V def2-TZVPD RIJCOSX def2/J DEFGRID3
* xyz -1 2
Hg -0.2668 -0.1372 0.4503
C -0.3681 -0.0849 5.9928
C 0.5096 -0.0302 4.7692
C 1.9187 -0.0931 4.8894
C 2.6798 0.1087 3.7165
C 2.0438 0.2029 2.5200
Br 3.0475 0.6752 0.9565
N 0.6846 0.1481 2.3437
C -0.0444 0.1021 3.5304
H 0.2356 -0.0993 6.8998
H -0.9869 -0.9842 5.9893
H -1.0321 0.7794 6.0402
H 2.3985 -0.2467 5.8455
H 3.7582 0.1732 3.7530
H -1.1187 0.1798 3.3975
C 1.3685 2.4189 -2.2107
C 0.6271 2.8990 -1.0216
N 0.0168 2.1734 -0.1087
C -0.4991 3.0514 0.8193
C -0.1958 4.3223 0.4582
N 0.5194 4.2131 -0.7123
H 1.2484 1.3471 -2.3139
H 2.4370 2.6097 -2.0971
H 1.0088 2.9060 -3.1182
H -1.0703 2.7014 1.6584
H -0.4139 5.2703 0.9143
H 0.8946 4.9691 -1.2548
O -4.0718 1.0727 0.2617
N -2.9088 1.0154 0.5446
O -2.3449 -0.1145 0.2112
N -2.0751 -2.6378 -1.7603
C -0.8107 -2.1463 -1.6157
O -0.3039 -2.1108 -0.4491
C -0.0909 -1.7837 -2.7780
C -0.6886 -1.7081 -4.0476
N -1.1799 -1.6261 -5.0915
C 1.2490 -1.3712 -2.6505
N 2.3404 -1.0027 -2.5537
H -2.6329 -2.5827 -0.9225
H -2.5517 -2.3996 -2.6162
*
```

For the orbital gap (alpha / beta), the calculation gives 4.8 / 7.8 eV. The value obtained for the energy relative to the best compared isomer or geometry (same formula, charge and spin) is 110.8 kJ/mol. As for the LUMO energy (alpha / beta): 2.49 / 2.49 eV. Its expectation value of S² is 0.77. For the electronic energy, the calculation gives -105534.0614 eV.

=====

# 2
C14H14Cl2N4O2 | ωB97M-V/def2-TZVPD

Geometry as ORCA input:
```
! wB97M-V def2-TZVPD RIJCOSX def2/J DEFGRID3
* xyz 0 1
C -1.6599 -1.0787 -4.0910
C -0.5376 -0.3236 -4.6871
N -0.7151 0.6744 -5.4660
N 0.5064 1.1570 -5.8544
C 1.5626 0.4801 -5.3297
O 2.7320 0.7227 -5.4989
C 0.9281 -0.6195 -4.4718
C 1.4187 -0.5109 -3.0237
C 1.0919 -1.7571 -2.1752
C 0.3419 -1.3355 -0.9238
O -0.8678 -1.3367 -0.8512
N 1.1756 -0.9139 0.0728
N 0.9089 -0.4174 1.2991
C -0.2722 -0.2601 1.7516
C -0.4944 0.2688 3.0862
C -1.7704 0.7371 3.4424
Cl -3.0531 0.7399 2.2868
C -2.0475 1.2287 4.7058
C -1.0482 1.2627 5.6621
C 0.2204 0.8091 5.3518
C 0.4929 0.3227 4.0830
Cl 2.0847 -0.2400 3.7814
H -1.6123 -1.0457 -3.0022
H -2.6005 -0.6479 -4.4214
H -1.6174 -2.1239 -4.3965
H 0.5449 1.9584 -6.4635
H 1.2041 -1.5957 -4.8815
H 0.9642 0.3768 -2.5751
H 2.4978 -0.3468 -3.0550
H 0.4429 -2.4338 -2.7297
H 2.0031 -2.2945 -1.9122
H 2.1736 -0.9398 -0.0967
H -1.1662 -0.4971 1.1826
H -3.0409 1.5813 4.9326
H -1.2594 1.6432 6.6489
H 1.0080 0.8279 6.0880
*
```

For the orbital gap, the calculation gives 9.0 eV. The value obtained for the energy relative to the best compared isomer or geometry (same formula, charge and spin) is 0.0 kJ/mol. As for the LUMO energy: 0.04 eV. The structure (SMILES) is CC1=NNC(=O)[C@H]1CCC(=O)N/N=C/c1c(Cl)cccc1Cl. For the electronic energy, the calculation gives -49844.7120 eV.